1.
Density functional theory data (the ωB97M-V functional and the def2-TZVPD basis) for a 16-piece molecular cluster, C52H104O44S4 overall.

Geometry as ORCA input:
```
! RIJCOSX wB97M-V def2-TZVPD def2/J DEFGRID3
* xyz 0 1
C -6.70 0.22 -1.37
C -6.95 1.36 -2.38
C -5.60 1.68 -2.96
S -4.89 0.05 -3.30
O -3.46 0.22 -3.16
O -5.35 -0.45 -4.60
C -5.71 -0.87 -1.90
H -7.53 -0.33 -0.94
H -6.18 0.65 -0.51
H -7.33 2.23 -1.86
H -7.66 1.01 -3.18
H -4.94 2.08 -2.20
H -5.64 2.22 -3.89
H -4.99 -1.14 -1.14
H -6.26 -1.76 -2.26
C -3.82 -3.64 1.19
C -3.75 -3.64 2.70
C -4.62 -2.45 3.26
S -5.99 -2.43 2.11
O -6.12 -1.14 1.54
O -7.14 -3.08 2.75
C -5.32 -3.50 0.84
H -3.43 -4.43 0.62
H -3.22 -2.77 0.86
H -2.80 -3.58 3.18
H -4.14 -4.59 3.05
H -4.10 -1.57 2.97
H -4.89 -2.50 4.36
H -5.60 -3.08 -0.12
H -5.88 -4.58 0.91
C 2.84 0.08 7.32
C 1.52 0.36 7.97
C 1.01 1.57 7.21
S 1.77 1.57 5.59
O 2.66 2.71 5.67
O 0.81 1.52 4.50
C 2.70 0.06 5.82
H 3.19 -0.95 7.55
H 3.55 0.83 7.59
H 1.52 0.34 9.06
H 0.84 -0.45 7.74
H 1.27 2.51 7.70
H -0.09 1.54 7.00
H 3.65 0.05 5.18
H 2.03 -0.76 5.43
C -0.12 2.44 0.36
C -0.53 1.79 -1.00
C -0.22 0.31 -0.84
S -0.81 -0.01 0.92
O 0.20 -0.70 1.71
O -2.13 -0.56 0.85
C -0.85 1.73 1.50
H -0.45 3.46 0.17
H 0.95 2.47 0.58
H 0.15 2.14 -1.78
H -1.56 1.96 -1.33
H 0.86 0.01 -0.81
H -0.78 -0.35 -1.50
H -0.44 1.66 2.54
H -1.89 1.99 1.33
C 3.73 -2.05 -5.06
O 2.60 -1.78 -4.20
C 1.65 -1.08 -4.85
O 1.72 -0.55 -5.91
O 0.54 -1.07 -4.09
C -0.56 -0.80 -4.90
H 3.74 -1.61 -6.07
H 3.76 -3.11 -5.03
H 4.59 -1.62 -4.59
H -1.44 -0.84 -4.24
H -0.60 -1.60 -5.64
H -0.45 0.12 -5.51
C -2.40 4.95 -4.12
O -1.22 5.06 -5.00
C -0.47 3.92 -4.95
O -0.70 2.97 -4.23
O 0.49 4.07 -5.85
C 1.05 2.79 -6.35
H -3.03 4.10 -4.39
H -3.00 5.85 -4.26
H -2.22 4.68 -3.04
H 0.61 1.97 -5.78
H 2.15 2.74 -6.30
H 0.72 2.74 -7.42
C 4.24 6.38 -1.43
O 3.94 5.33 -0.37
C 3.08 5.60 0.62
O 2.20 6.43 0.59
O 3.22 4.67 1.51
C 2.59 4.92 2.81
H 4.54 5.80 -2.27
H 5.03 7.13 -1.13
H 3.31 6.89 -1.63
H 2.55 5.97 2.98
H 3.08 4.50 3.71
H 1.58 4.57 2.78
C 0.33 -4.78 1.59
O 1.54 -5.03 0.88
C 1.93 -6.31 0.88
O 1.34 -7.25 1.39
O 3.08 -6.39 0.19
C 3.49 -7.68 -0.29
H 0.09 -3.75 1.40
H 0.51 -4.79 2.70
H -0.49 -5.47 1.31
H 3.21 -7.72 -1.36
H 3.11 -8.47 0.32
H 4.63 -7.73 -0.26
C 1.60 7.30 -3.60
O 1.75 5.99 -3.06
C 0.88 5.46 -2.16
O 1.05 4.33 -1.78
O -0.12 6.30 -1.95
C -1.02 5.98 -0.85
H 1.84 8.19 -2.95
H 0.58 7.43 -3.88
H 2.27 7.29 -4.50
H -1.12 6.92 -0.34
H -0.50 5.31 -0.19
H -1.98 5.60 -1.18
C 3.24 1.30 1.47
O 4.21 0.29 1.52
C 4.42 -0.35 0.40
O 3.74 -0.23 -0.58
O 5.40 -1.18 0.58
C 5.87 -1.98 -0.52
H 3.38 1.93 0.58
H 3.36 1.99 2.30
H 2.28 0.81 1.34
H 5.09 -2.71 -0.88
H 6.69 -2.58 -0.17
H 6.21 -1.39 -1.40
C -4.48 1.75 1.69
O -4.99 2.99 1.10
C -4.21 3.71 0.35
O -3.06 3.52 0.04
O -4.92 4.86 -0.01
C -6.32 4.85 0.18
H -3.84 1.98 2.54
H -3.98 1.16 0.99
H -5.36 1.26 2.02
H -6.72 5.80 -0.29
H -6.62 4.99 1.25
H -6.74 3.91 -0.20
C 2.89 -3.52 -1.39
O 2.01 -4.21 -2.27
C 2.58 -5.09 -3.11
O 3.75 -5.29 -3.19
O 1.62 -5.61 -3.86
C 2.02 -6.74 -4.65
H 2.30 -3.16 -0.54
H 3.31 -2.70 -1.93
H 3.66 -4.17 -1.02
H 2.40 -6.52 -5.62
H 1.11 -7.42 -4.75
H 2.76 -7.36 -4.13
C 3.17 1.79 -3.01
O 4.46 1.22 -3.11
C 5.42 1.44 -2.25
O 6.49 0.87 -2.33
O 5.13 2.39 -1.37
C 6.02 2.73 -0.32
H 2.62 1.45 -2.18
H 2.65 1.45 -3.93
H 3.22 2.93 -3.04
H 5.91 1.98 0.41
H 5.66 3.63 0.20
H 7.10 2.70 -0.54
C 3.43 -2.40 2.65
O 2.36 -2.77 3.62
C 2.67 -3.64 4.57
O 3.71 -4.28 4.66
O 1.61 -3.76 5.39
C 1.93 -4.72 6.37
H 3.83 -3.24 2.09
H 4.36 -2.08 3.11
H 2.94 -1.67 1.95
H 2.79 -4.48 7.00
H 2.25 -5.70 5.90
H 1.05 -4.87 7.02
C -0.77 -4.29 -2.09
O -2.07 -3.98 -1.56
C -3.12 -3.99 -2.38
O -4.22 -4.12 -1.94
O -2.74 -3.87 -3.64
C -3.69 -3.96 -4.68
H -0.62 -5.36 -2.34
H -0.19 -4.14 -1.17
H -0.44 -3.60 -2.83
H -4.42 -4.74 -4.54
H -3.21 -4.27 -5.60
H -4.18 -2.96 -4.78
C -2.92 2.54 5.43
O -2.85 1.40 4.57
C -2.16 0.38 5.02
O -1.79 0.15 6.11
O -2.01 -0.48 4.01
C -1.20 -1.60 4.31
H -3.32 2.20 6.36
H -3.54 3.30 4.97
H -1.94 2.98 5.62
H -0.80 -2.05 3.42
H -1.63 -2.41 4.88
H -0.28 -1.29 4.88
*
```

Properties
HOMO-LUMO gap   9.80 eV
E_LUMO   0.36 eV
ΔE to the lowest compared entry with this formula, charge and spin   92.9 kJ/mol
DFT total energy   -189037.449 eV
HOMO energy   -9.44 eV

Löwdin atomic charge list, values in e, 4 entries: C -0.212; C -0.219; C -0.226; S 0.698

=====

2.
Density functional theory data (the ωB97M-V functional and the def2-TZVPD basis) for C37H92GaNO13 as an isolated structure.

Geometry as ORCA input:
```
! RIJCOSX wB97M-V def2-TZVPD def2/J DEFGRID3
* xyz -2 1
C 2.64 -3.48 3.14
C 1.40 -3.15 3.96
O 1.72 -2.76 5.29
C 2.05 -1.39 5.45
C 0.92 -0.38 5.22
O -0.16 -0.44 6.09
C -1.15 -1.43 5.64
Ga -2.55 -0.88 4.23
C -2.23 0.99 3.46
C -0.98 1.11 2.57
C -1.29 1.54 1.13
N -1.98 0.53 0.34
C -4.46 -0.87 5.07
C -5.38 -1.44 4.03
O -6.79 -1.21 4.34
C -7.66 -1.98 3.58
C -7.38 -1.99 2.07
C -2.50 -2.28 2.69
O -3.00 -1.97 1.57
O -1.97 -3.40 2.98
H 3.34 -2.64 3.08
H 2.33 -3.71 2.11
H 3.16 -4.35 3.55
H 0.80 -2.38 3.45
H 0.73 -4.01 4.03
H 2.88 -1.11 4.79
H 2.39 -1.32 6.49
H 1.39 0.61 5.32
H 0.57 -0.46 4.18
H -0.62 -2.30 5.25
H -1.65 -1.78 6.56
H -2.17 1.71 4.28
H -3.12 1.27 2.87
H -0.47 0.14 2.47
H -0.25 1.80 3.01
H -1.93 2.43 1.15
H -0.36 1.82 0.61
H -1.47 -0.35 0.38
H -2.83 0.24 0.83
H -4.51 -1.45 5.99
H -4.74 0.16 5.29
H -5.24 -2.52 3.94
H -5.17 -1.02 3.04
H -7.67 -3.03 3.95
H -8.66 -1.58 3.75
H -7.03 -1.02 1.74
H -8.31 -2.23 1.53
H -6.63 -2.72 1.78
C 7.78 -2.92 1.41
C 6.34 -2.43 1.47
C 6.06 -1.46 0.33
O 6.01 -1.86 2.73
H 8.48 -2.08 1.51
H 8.00 -3.63 2.20
H 7.97 -3.39 0.44
H 5.67 -3.29 1.38
H 6.69 -0.57 0.42
H 5.01 -1.15 0.33
H 6.29 -1.94 -0.62
H 6.57 -1.09 2.88
C 5.27 -4.81 -3.36
C 6.58 -4.05 -3.19
C 7.55 -4.30 -4.33
O 7.19 -4.35 -1.94
H 5.47 -5.88 -3.37
H 4.60 -4.60 -2.53
H 4.77 -4.54 -4.29
H 6.36 -2.98 -3.13
H 7.82 -5.37 -4.36
H 8.47 -3.74 -4.18
H 7.12 -4.03 -5.29
H 7.41 -5.29 -1.94
C -5.75 2.23 -1.95
C -4.73 3.02 -1.14
C -3.37 3.09 -1.82
O -4.61 2.51 0.18
H -5.40 1.20 -2.07
H -6.71 2.21 -1.44
H -5.89 2.67 -2.94
H -5.11 4.04 -0.99
H -2.95 2.08 -1.92
H -2.67 3.67 -1.22
H -3.45 3.54 -2.81
H -4.24 1.62 0.13
C -11.14 4.31 -2.78
C -10.14 3.46 -2.03
C -10.35 3.54 -0.53
O -8.81 3.82 -2.37
H -11.02 5.36 -2.49
H -10.99 4.24 -3.86
H -12.17 4.02 -2.55
H -10.23 2.42 -2.34
H -10.22 4.58 -0.20
H -9.62 2.93 0.00
H -11.35 3.22 -0.25
H -8.66 4.73 -2.10
C -12.20 7.62 0.13
C -10.76 8.04 -0.11
C -10.59 9.55 -0.06
O -10.29 7.51 -1.35
H -12.86 8.04 -0.63
H -12.29 6.53 0.10
H -12.55 7.97 1.11
H -10.12 7.58 0.64
H -11.20 10.03 -0.83
H -9.55 9.82 -0.23
H -10.90 9.95 0.91
H -10.82 7.89 -2.06
C 12.31 -5.17 -1.13
C 10.95 -4.59 -0.78
C 10.48 -3.56 -1.79
O 10.94 -4.06 0.54
H 13.06 -4.37 -1.14
H 12.61 -5.91 -0.40
H 12.30 -5.63 -2.12
H 10.22 -5.41 -0.73
H 11.18 -2.72 -1.82
H 9.49 -3.19 -1.53
H 10.42 -3.99 -2.80
H 11.56 -3.32 0.57
C -2.02 7.28 -1.91
C -1.58 6.50 -0.68
C -0.86 7.37 0.33
O -0.79 5.38 -1.04
H -1.15 7.69 -2.42
H -2.55 6.62 -2.60
H -2.68 8.10 -1.64
H -2.46 6.05 -0.20
H 0.05 7.79 -0.12
H -0.57 6.78 1.20
H -1.49 8.20 0.66
H 0.02 5.68 -1.46
C 10.49 -7.55 -5.99
C 10.46 -6.05 -6.21
C 11.47 -5.60 -7.25
O 10.66 -5.35 -4.98
H 11.48 -7.86 -5.63
H 9.75 -7.85 -5.24
H 10.28 -8.09 -6.91
H 9.46 -5.75 -6.52
H 12.48 -5.86 -6.94
H 11.42 -4.52 -7.40
H 11.28 -6.09 -8.21
H 11.54 -5.57 -4.64
*
```

Properties
HOMO-LUMO gap   1.81 eV
E_LUMO   2.41 eV
DFT total energy   -120342.031 eV
HOMO energy   0.60 eV

Löwdin atomic charge list, values in e, 4 entries: C -0.080; C -0.269; O -0.164; C -0.203